(w)
Computed, not measured: a single CH4NOP molecule, with ωB97M-V with the def2-TZVPD basis set.

Properties
E_LUMO: -0.2 eV
HOMO-LUMO gap: 8.4 eV
total charge: 0

Geometry as XYZ:
```
8
Properties=species:S:1:pos:R:3:mulliken_charge:R:1
C 0.685 1.047 0.151 -0.685
N -1.492 -1.003 0.121 -0.579
O 0.450 -1.146 -1.559 -0.545
P -0.052 -0.474 -0.152 0.658
H 0.590 1.313 1.179 0.231
H -1.837 -0.563 0.994 0.222
H -0.232 -1.455 -2.143 0.352
H 1.469 1.558 -0.250 0.347
```



(x)
Computed, not measured: 2 unconnected molecules or ions with the total composition CH4NOP, with ωB97M-V with the def2-TZVPD basis set.

Properties
E_LUMO (spin up / spin down): -0.8 / -0.8 eV
HOMO-LUMO gap (spin up / spin down): 7.1 / 7.1 eV
total charge: 0

Geometry as XYZ:
```
8
Properties=species:S:1:pos:R:3:mulliken_charge:R:1
C 0.078 -0.306 0.994 -0.103
N -0.312 -1.389 1.481 -0.501
O 0.331 1.510 -1.764 -0.395
P 0.812 0.109 -2.394 0.069
H -0.179 1.445 -0.919 0.385
H 1.043 0.058 1.162 0.393
H -0.461 0.137 0.177 -0.098
H -1.312 -1.563 1.263 0.250
```



Of all the structures shown, which is most stable? (w), and (x) is the least stable.